The following is a quantum chemistry calculation of a 10-piece molecular cluster, C43H54N6O12 overall at a distorted geometry, from the Open Molecules 2025 dataset.

Computed properties:
HOMO-LUMO gap	8.287	eV
E_HOMO	-7.71	eV

Cartesian coordinates (Å):
N1 2.751 1.347 -1.599
C1 3.322 0.203 -1.152
C2 4.481 -0.308 -1.692
C3 5.062 0.342 -2.779
C4 4.545 1.563 -3.199
C5 3.413 2.018 -2.541
H1 2.843 -0.323 -0.361
H2 4.811 -1.230 -1.247
H3 5.818 -0.216 -3.371
H4 5.048 2.213 -3.979
H5 2.977 2.958 -2.833
N2 6.455 -1.961 1.571
C6 6.713 -2.779 2.581
C7 6.185 -2.701 3.861
C8 5.328 -1.612 4.087
C9 5.046 -0.681 3.130
C10 5.659 -0.911 1.861
H6 7.343 -3.663 2.313
H7 6.431 -3.443 4.627
H8 4.998 -1.368 5.113
H9 4.524 0.205 3.351
H10 5.464 -0.251 1.040
N3 -0.919 0.668 0.091
C11 -2.072 0.342 0.684
C12 -2.615 -0.965 0.570
C13 -1.914 -1.928 -0.170
C14 -0.789 -1.573 -0.832
C15 -0.387 -0.220 -0.746
H11 -2.550 1.068 1.313
H12 -3.581 -1.223 1.030
H13 -2.394 -2.967 -0.264
H14 -0.292 -2.164 -1.589
H15 0.304 0.144 -1.528
C16 -2.082 0.339 -5.098
C17 -1.122 -0.834 -5.126
C18 0.001 -0.567 -6.153
O1 1.151 -1.024 -5.454
C19 0.848 -1.206 -4.155
O2 1.619 -1.550 -3.309
O3 -0.391 -0.925 -3.876
H16 -2.980 0.063 -4.590
H17 -2.328 0.497 -6.158
H18 -1.617 1.246 -4.721
H19 -1.585 -1.831 -5.156
H20 0.072 0.505 -6.288
H21 -0.055 -1.124 -7.132
C20 -0.152 4.559 2.416
C21 0.085 3.166 1.874
C22 1.490 2.837 1.383
O4 1.823 1.537 1.955
C23 0.754 1.184 2.742
O5 0.693 0.157 3.372
O6 -0.174 2.131 2.821
H22 -1.230 4.910 2.507
H23 0.287 5.188 1.680
H24 0.387 4.753 3.376
H25 -0.632 2.952 1.082
H26 2.289 3.603 1.750
H27 1.540 2.738 0.289
C24 -5.187 1.638 -0.052
C25 -4.557 2.466 -1.210
C26 -3.856 3.709 -0.676
O7 -2.628 3.753 -1.425
C27 -2.484 2.559 -2.041
O8 -1.469 2.254 -2.588
O9 -3.533 1.709 -1.797
H28 -4.420 1.292 0.698
H29 -5.561 0.693 -0.469
H30 -6.026 2.165 0.482
H31 -5.210 2.754 -1.997
H32 -3.553 3.676 0.370
H33 -4.486 4.557 -0.841
C28 -2.493 0.016 6.287
C29 -2.646 0.594 4.893
C30 -3.773 0.041 4.121
O10 -4.091 1.011 3.184
C31 -3.779 2.194 3.696
O11 -4.154 3.210 3.137
O12 -3.099 2.032 4.851
H34 -1.550 0.372 6.725
H35 -2.478 -1.099 6.108
H36 -3.392 0.084 6.948
H37 -1.683 0.504 4.354
H38 -4.750 -0.114 4.636
H39 -3.547 -0.814 3.512
N4 0.628 -5.614 1.653
C32 1.614 -6.368 1.047
C33 2.081 -5.688 -0.074
C34 1.375 -4.459 -0.108
C35 0.426 -4.491 0.924
H40 0.132 -5.908 2.489
H41 2.109 -7.242 1.439
H42 2.743 -6.106 -0.758
H43 1.278 -3.783 -0.926
H44 -0.423 -3.851 1.156
N5 0.675 3.216 -5.564
C36 -0.660 3.482 -5.758
C37 -0.917 3.557 -7.049
C38 0.317 3.352 -7.726
C39 1.283 3.061 -6.785
H45 1.040 2.995 -4.646
H46 -1.301 3.609 -4.866
H47 -1.892 3.885 -7.442
H48 0.375 3.258 -8.818
H49 2.347 2.881 -6.898
N6 -0.825 -2.477 3.460
C40 -1.795 -3.452 3.278
C41 -1.689 -4.412 4.240
C42 -0.543 -4.096 5.004
C43 0.000 -2.938 4.561
H50 -0.588 -1.707 2.740
H51 -2.573 -3.334 2.518
H52 -2.235 -5.360 4.153
H53 -0.040 -4.841 5.587
H54 0.765 -2.312 4.891

Mulliken atomic charge list, values in e, 6 entries: number 1, N, carries 0.160; number 2, C, carries -0.253; number 3, C, carries -0.903; number 4, C, carries -0.392; number 5, C, carries -0.728; number 6, C, carries -0.539